# 1
The following is a DFT calculation (ωB97M-V/def2-TZVPD) of a 8-piece molecular cluster, C40H59F21N3O16S overall at a distorted geometry.

The energy comes out at -5422.76441 Ha.

```
! RIJCOSX wB97M-V def2-TZVPD def2/J DEFGRID3
* xyz 1 1
O 6.01758 -3.68887 -2.99405
C 6.21304 -2.57728 -2.10935
C 6.51960 -1.20530 -2.83558
C 5.77860 -1.03104 -4.22074
N 4.45509 -0.30881 -4.10328
C 3.25467 -1.20219 -4.30235
C 2.04191 -0.78340 -3.34683
C 0.83244 -0.11357 -4.15236
C -0.53681 -0.83825 -3.88565
C -1.19322 -0.52728 -2.48259
C -2.00877 -1.81976 -2.01143
C -1.12557 -2.76888 -1.07460
S -1.70859 -4.52327 -1.11112
C -1.46802 -5.00153 -2.82651
N -2.13133 -5.87707 -3.62605
N -1.54049 -5.82967 -4.84665
C -0.53065 -4.93828 -4.85566
O -0.46970 -4.42696 -3.57316
H 6.89241 -3.84021 -3.40075
H 5.35264 -2.48649 -1.38956
H 7.11142 -2.82458 -1.46804
H 6.24961 -0.33537 -2.16041
H 7.63773 -1.11864 -2.97252
H 5.70355 -1.99333 -4.79734
H 6.43727 -0.36281 -4.85056
H 4.41257 0.40329 -4.84712
H 4.46300 0.18069 -3.19762
H 3.53219 -2.26563 -4.09245
H 2.96271 -1.15784 -5.38995
H 1.72917 -1.72821 -2.82204
H 2.43203 -0.04186 -2.58723
H 0.80281 0.99877 -4.00682
H 1.05992 -0.25912 -5.25401
H -1.30802 -0.66601 -4.69233
H -0.32689 -1.94796 -3.90797
H -1.97215 0.27999 -2.60189
H -0.47002 -0.22295 -1.68779
H -2.36086 -2.40368 -2.90935
H -2.90977 -1.46697 -1.44600
H -0.04025 -2.66350 -1.35295
H -1.27978 -2.41610 -0.01932
H 0.14917 -4.61543 -5.66703
C -1.52483 -0.51701 5.54844
C -2.69052 -0.86996 4.64774
O -2.66728 -0.07078 3.44977
C -1.87624 -0.49877 2.46910
O -1.19197 -1.48424 2.51473
C -2.00030 0.42327 1.25547
F -1.99262 1.72329 1.59324
F -3.14714 0.21170 0.58196
F -1.00027 0.24914 0.37205
H -1.51623 0.55384 5.76158
H -1.58709 -1.06451 6.48948
H -0.57237 -0.75562 5.07102
H -3.62654 -0.64322 5.15439
H -2.70433 -1.93419 4.40572
C -7.69343 2.56584 1.97325
C -7.48606 1.06206 1.96482
O -6.83946 0.59154 3.17050
C -7.62029 0.36616 4.24786
O -8.81432 0.49977 4.26930
C -6.76527 -0.18638 5.40200
F -5.60788 0.49018 5.54955
F -6.43487 -1.47741 5.19670
F -7.38093 -0.14043 6.58503
H -6.74748 3.08257 2.15074
H -8.10569 2.89924 1.01946
H -8.37254 2.86703 2.76361
H -6.82000 0.79577 1.14319
H -8.42656 0.53128 1.80563
C -1.20058 4.71783 2.44070
C -0.67009 5.78034 3.38148
O -1.67845 6.76636 3.65168
C -2.55884 6.45468 4.61339
O -2.55281 5.43377 5.23787
C -3.54043 7.60931 4.82730
F -3.98346 8.12570 3.66660
F -2.97091 8.62073 5.50889
F -4.62376 7.23516 5.52072
H -1.59180 5.17378 1.52880
H -0.41274 4.01211 2.17311
H -2.02159 4.16296 2.89777
H 0.16232 6.30588 2.91199
H -0.29351 5.34488 4.30891
C 6.10513 -4.18848 3.97509
C 6.29159 -3.83534 2.51416
O 6.06038 -2.43063 2.29636
C 7.09584 -1.61882 2.54992
O 8.16850 -1.98039 2.93552
C 6.72160 -0.16947 2.23004
F 5.49932 0.15934 2.68306
F 6.71182 0.05884 0.89609
F 7.57333 0.71057 2.76376
H 5.12061 -3.87030 4.32339
H 6.20292 -5.26410 4.12599
H 6.84393 -3.68268 4.59885
H 5.55691 -4.36899 1.90983
H 7.27952 -4.12701 2.15262
C 6.96844 -6.71240 -5.54102
C 7.18749 -8.20749 -5.65025
O 7.87620 -8.70263 -4.49223
C 7.11192 -8.96309 -3.42233
O 5.92557 -8.80871 -3.37860
C 7.96722 -9.52693 -2.28537
F 9.11909 -8.84820 -2.12785
F 8.30084 -10.80979 -2.50966
F 7.33391 -9.48997 -1.10599
H 7.91676 -6.19812 -5.36737
H 6.51595 -6.32115 -6.45354
H 6.31509 -6.47238 -4.69924
H 7.82368 -8.42508 -6.50856
H 6.24794 -8.74131 -5.80282
C -7.88188 6.87295 7.01639
C -8.11862 5.63969 7.86367
O -8.67688 4.57748 7.07018
C -7.80242 3.84460 6.37528
O -6.61671 4.01419 6.37125
C -8.53012 2.72898 5.62256
F -9.64822 3.15456 5.02057
F -8.89258 1.74849 6.44659
F -7.73901 2.18386 4.63356
H -8.80159 7.17166 6.50938
H -7.53292 7.70196 7.63332
H -7.13748 6.68051 6.24170
H -8.84840 5.86236 8.64258
H -7.20460 5.31271 8.36252
C 1.02218 6.49740 -7.17329
C 0.41453 5.17869 -7.60511
O 0.29316 4.28293 -6.48444
C -0.79228 4.44958 -5.71615
O -1.63820 5.27349 -5.89951
C -0.81535 3.40363 -4.59918
F 0.39206 3.24567 -4.01432
F -1.18140 2.18986 -5.06272
F -1.67050 3.71541 -3.62138
H 1.97594 6.33273 -6.66761
H 1.18627 7.14545 -8.03490
H 0.37190 7.01730 -6.46789
H 1.07096 4.68886 -8.32515
H -0.55047 5.32141 -8.09426
*
```

# 2
The following is a DFT calculation (ωB97M-V/def2-TZVPD) of an isolated molecule of C40H59N3O6 at a distorted geometry.

The energy comes out at -2173.97179 Ha.

```
! RIJCOSX wB97M-V def2-TZVPD def2/J DEFGRID3
* xyz 0 1
C 5.28994 -1.21505 1.14333
C 4.93323 -2.05739 2.50379
C 5.02416 -1.19943 3.89813
C 4.23592 0.23861 3.88259
O 2.86545 0.14613 4.48565
C 2.02276 -0.79125 3.72468
C 1.44918 -0.47672 2.18540
O 1.86693 0.85595 1.63966
C 0.48649 -1.54210 1.34566
C -0.06664 -1.17653 -0.18104
C 1.07511 -0.52291 -1.15936
C 0.78843 1.09456 -1.47332
C 2.14246 2.01682 -1.35120
C 2.75018 2.54538 -2.77967
C 3.31994 4.09588 -2.55174
C 2.14909 5.16368 -3.03223
C 2.68688 5.94517 -4.37335
C 1.95111 5.29831 -5.69138
C 0.75266 6.34832 -6.17489
C -0.62249 6.08215 -5.28395
C -1.36862 4.77608 -5.94365
N -1.98319 3.82579 -4.90745
C -3.02679 4.16302 -3.84650
C -3.49022 2.89533 -2.90976
C -2.56949 1.66738 -3.53254
C -1.66757 2.35482 -4.74501
C 0.03605 -2.98293 2.06563
C -0.89948 -4.12556 1.35414
C -2.38824 -3.61912 0.89136
C -3.02212 -4.85244 -0.04377
C -2.29549 -4.85173 -1.52632
N -3.21714 -4.47540 -2.67155
C -4.71627 -4.62680 -2.83059
C -4.95355 -4.01079 -4.33207
C -3.54430 -3.51563 -5.01521
C -2.45137 -3.84715 -3.83500
C 0.56684 -3.27583 3.59089
C 1.54994 -2.21598 4.38336
C 1.84614 -2.89089 5.86545
O 2.82448 -2.58466 6.76087
N 0.71756 -3.89422 5.95217
O -0.23566 -3.70091 6.87976
C -0.83117 -2.35804 6.80428
C -2.37476 -2.26460 7.39415
O -2.83628 -0.87127 7.08041
C -4.29371 -0.83863 6.87935
C -4.63579 0.34097 5.74656
C 0.31728 -4.51691 4.63317
O -0.15984 -5.76461 4.44164
H 6.42414 -0.94544 1.04196
H 5.03105 -1.92985 0.22381
H 4.65094 -0.24410 0.97789
H 3.84456 -2.54257 2.44589
H 5.67205 -2.98722 2.56683
H 4.50036 -1.86034 4.73994
H 6.13765 -0.96722 4.23552
H 4.21877 0.78758 2.84943
H 4.83559 0.95578 4.62445
H 1.55931 1.49665 2.36716
H -0.48099 -2.15716 -0.71584
H -0.95972 -0.40511 -0.00053
H 1.24272 -1.13095 -2.17194
H 2.10673 -0.56088 -0.57715
H 0.06580 1.44379 -0.59410
H 0.23464 1.17538 -2.50502
H 1.88662 2.98661 -0.70842
H 2.99473 1.43792 -0.75040
H 1.95222 2.49926 -3.63526
H 3.71518 1.88529 -3.00469
H 3.54258 4.32799 -1.40583
H 4.35574 4.25999 -3.11687
H 1.86574 5.94047 -2.19742
H 1.18630 4.53100 -3.32201
H 3.85655 5.83454 -4.55513
H 2.46919 7.10031 -4.21567
H 2.77002 5.20315 -6.53132
H 1.53104 4.20040 -5.51197
H 0.59037 6.15284 -7.32567
H 1.17589 7.44121 -5.95437
H -1.31928 7.04341 -5.34197
H -0.34635 5.89886 -4.14035
H -2.21372 5.19460 -6.67283
H -0.55227 4.16767 -6.52287
H -3.54751 5.21288 -3.66663
H -4.28371 2.87483 -2.04915
H -2.59364 0.54149 -3.16756
H -0.88044 1.75008 -5.39486
H -1.07484 -5.03166 2.10882
H -0.30412 -4.60453 0.44092
H -3.05334 -3.54243 1.87165
H -2.41209 -2.60794 0.30282
H -2.70734 -5.88075 0.46578
H -4.19223 -4.82489 -0.07759
H -1.79073 -5.90207 -1.78281
H -1.46401 -4.00690 -1.47687
H -5.46188 -5.09331 -2.05600
H -5.98655 -3.94635 -4.88112
H -3.31780 -3.02204 -6.06389
H -1.29545 -3.65136 -3.85272
H -0.11493 -1.61512 7.38664
H -0.89498 -1.92393 5.69410
H -3.03390 -3.09034 6.88544
H -2.36515 -2.31871 8.57655
H -4.78352 -0.45721 7.87868
H -4.75706 -1.82541 6.45384
H -5.66726 0.80661 6.06260
H -3.85441 1.21679 5.75055
H -4.70533 -0.08048 4.65500
*
```

no.,highest occupied orbital energy (eV),frontier orbital gap (eV)
1,-10.68,7.575
2,-7.75,6.332